[1]
The following is a quantum chemistry calculation of a structure of composition C5H6N at a distorted geometry, from the Open Molecules 2025 dataset.

Geometry (Å):
N  -0.50414  0.54076  -0.01650
C  -0.35506  -1.35144  0.03884
C  -0.07632  0.32615  1.38841
C  0.38952  1.02381  -0.97695
C  0.21608  -0.99036  1.33965
C  1.03473  1.53204  -1.84228
H  0.67705  -1.76065  1.93021
H  0.05039  -1.69157  -0.93949
H  -1.44949  -1.61391  -0.14790
H  -0.05464  1.11356  2.05886
H  -1.39326  0.92686  -0.11954
H  1.46513  1.94476  -2.71330

The total charge is +1. The lowest unoccupied orbital energy comes out at -5.001 eV. The calculation puts the total energy at -6759.794 eV. The HOMO energy is -14.977 eV.

[2]
The following is a quantum chemistry calculation of a structure of composition C5H6N at a distorted geometry, from the Open Molecules 2025 dataset.

Geometry (Å):
N  -0.67707  -1.11543  0.42057
C  1.30772  -0.34374  -1.40193
C  0.53829  0.20392  -0.33934
C  -1.41561  -0.46578  1.36783
C  -1.02456  0.81998  0.91915
C  0.03464  1.32843  0.25746
H  0.71476  -0.37587  -2.32482
H  -1.11141  -0.61693  2.41907
H  -2.48358  -0.72290  1.30460
H  1.61544  -1.36956  -1.19369
H  0.32740  2.35868  0.15646
H  2.17398  0.29920  -1.58537

The total charge is +1. The lowest unoccupied orbital energy (spin up / spin down) comes out at -6.447 / -6.242 eV. The calculation puts the total energy at -6757.418 eV. The HOMO energy (spin up / spin down) is -14.098 / -15.662 eV.

[3]
The following is a quantum chemistry calculation of the ion C5H6N with charge +1 at a distorted geometry, from the Open Molecules 2025 dataset.

Geometry (Å):
N  -0.39413  0.98477  0.50071
C  -0.48993  -0.55341  0.59539
C  1.47423  0.19494  -0.15262
C  0.90493  1.37079  -0.05571
C  -1.30450  0.30467  -0.39058
C  0.90575  -1.15831  0.03437
H  1.33176  -1.58707  0.93091
H  -1.22827  0.33480  -1.51742
H  0.88840  -1.72761  -0.93096
H  -2.34482  0.29216  -0.17325
H  1.31667  2.29990  -0.29957
H  -1.06011  -0.75560  1.45873

The total charge is +1. The lowest unoccupied orbital energy comes out at -7.528 eV. The calculation puts the total energy at -6759.023 eV. The HOMO energy is -15.133 eV.

[4]
The following is a quantum chemistry calculation of the ion C5H6N with charge +1 at a distorted geometry, from the Open Molecules 2025 dataset.

Geometry (Å):
N  0.61727  0.14527  0.43685
C  1.26835  0.27256  1.49806
C  0.15384  0.72115  -0.77847
C  -1.41122  0.49805  -0.76276
C  0.21256  -0.74361  -0.49213
C  -1.32710  -0.78412  -0.52987
H  -2.00908  -1.71385  -0.30457
H  1.45941  1.24733  1.99980
H  0.84309  1.36929  -1.37370
H  -2.36673  1.17615  -0.89553
H  1.40376  -0.67548  2.02215
H  1.15584  -1.51272  -0.81983

The total charge is +1. The lowest unoccupied orbital energy comes out at -5.098 eV. The calculation puts the total energy at -6760.039 eV. The HOMO energy is -14.863 eV.

[5]
The following is a quantum chemistry calculation of the ion C5H6N with charge +1 at a distorted geometry, from the Open Molecules 2025 dataset.

Geometry (Å):
N  -1.41445  0.17014  -1.11736
C  0.24324  -1.05258  0.41462
C  1.42232  -1.14538  1.01511
C  -0.21889  0.41518  -0.05353
C  -1.66149  -1.21139  -0.81212
C  -0.78206  -1.88189  -0.20893
H  1.82430  -2.05106  1.43437
H  -0.90490  0.33677  -1.95585
H  0.56200  0.94465  -0.40992
H  -2.20054  0.97744  -1.01771
H  -0.59062  0.78700  0.89441
H  1.79627  -0.19659  1.30746

The total charge is +1. The lowest unoccupied orbital energy (spin up / spin down) comes out at -6.226 / -6.252 eV. The calculation puts the total energy at -6758.188 eV. The HOMO energy (spin up / spin down) is -14.283 / -14.394 eV.

[6]
The following is a quantum chemistry calculation of a cluster of 2 separate species, C5H6N in total at a distorted geometry, from the Open Molecules 2025 dataset.

Geometry (Å):
N  3.51252  -0.02869  -0.53455
C  1.41390  1.09339  -0.19352
C  -0.98079  0.12863  -0.41056
C  0.30962  0.54254  -0.23672
C  -2.14386  0.29524  0.58930
C  4.21514  -0.17954  0.36017
H  2.13340  1.80513  -0.47136
H  -1.78614  0.53019  1.66114
H  -2.47964  -0.71501  0.62187
H  -3.04025  0.81492  0.25201
H  4.85405  -0.27285  1.12409
H  -1.29363  -0.12284  -1.42676

The total charge is +1. The lowest unoccupied orbital energy comes out at -7.157 eV. The calculation puts the total energy at -6760.049 eV. The HOMO energy is -16.005 eV.

[7]
The following is a quantum chemistry calculation of a cluster of 2 separate species, C5H6N in total at a distorted geometry, from the Open Molecules 2025 dataset.

Geometry (Å):
N  -0.38973  -0.03733  0.19355
C  1.65855  -0.63000  -0.36689
C  -2.75163  0.05420  -0.00369
C  0.34087  -1.08110  -0.36060
C  0.33882  0.97618  0.55771
C  1.66456  0.58683  0.28340
H  2.45770  -1.19260  -0.71228
H  -0.14650  -1.92058  -0.66971
H  0.05387  1.89916  0.85230
H  -3.10163  0.79920  0.61532
H  2.51651  1.06953  0.48805
H  -2.64138  -0.52349  -0.87717

The total charge is +1. The lowest unoccupied orbital energy (spin up / spin down) comes out at -8.539 / -8.389 eV. The calculation puts the total energy at -6755.737 eV. The HOMO energy (spin up / spin down) is -13.271 / -13.152 eV.

[8]
The following is a quantum chemistry calculation of a structure of composition C5H6N at a distorted geometry, from the Open Molecules 2025 dataset.

Geometry (Å):
N  0.15828  0.31744  -0.37696
C  1.92580  -1.02012  0.95000
C  1.24299  -0.25742  0.11682
C  -0.59430  -0.48319  0.58926
C  -0.22564  1.22906  -1.35126
C  0.63251  -1.35389  1.34546
H  -1.50142  -1.12771  0.23357
H  0.52556  -1.82377  2.28469
H  -1.14854  1.66816  -1.26470
H  -1.07837  0.12443  1.34949
H  -0.40571  0.75090  -2.33150
H  0.46883  1.97612  -1.54487

The total charge is +1. The lowest unoccupied orbital energy comes out at -5.803 eV. The calculation puts the total energy at -6757.877 eV. The HOMO energy is -15.216 eV.

[9]
The following is a quantum chemistry calculation of the ion C5H6N with charge +1 at a distorted geometry, from the Open Molecules 2025 dataset.

Geometry (Å):
N  1.12551  0.07885  -0.11986
C  -1.16481  0.36322  -0.36859
C  -1.46936  -0.83419  0.12538
C  -2.61594  0.15141  0.01995
C  2.49332  0.13018  0.02134
C  0.13987  0.67242  -0.38600
H  -3.16938  0.22036  -0.88170
H  2.87431  0.29381  -0.95438
H  2.74920  0.98746  0.65133
H  -2.67461  0.67148  0.93764
H  -1.24332  -1.85440  0.46367
H  2.95521  -0.88061  0.49121

The total charge is +1. The lowest unoccupied orbital energy comes out at -5.701 eV. The calculation puts the total energy at -6759.274 eV. The HOMO energy is -14.819 eV.

[10]
The following is a quantum chemistry calculation of a structure of composition C5H6N at a distorted geometry, from the Open Molecules 2025 dataset.

Geometry (Å):
N  1.08093  -0.14777  -0.41504
C  -0.67401  1.15263  -0.06797
C  -0.51581  -0.81805  1.27100
C  -1.18918  -0.24395  0.06750
C  0.34271  0.36108  0.74306
C  -0.03471  0.30806  -1.18404
H  -0.26660  0.11360  -2.24419
H  0.06900  -1.71253  1.03734
H  1.27513  -1.21476  -0.46448
H  2.01318  0.40016  -0.67168
H  -0.98944  2.20704  -0.16741
H  -1.11119  -0.40551  2.09589

The total charge is +1. The lowest unoccupied orbital energy comes out at -4.775 eV. The calculation puts the total energy at -6758.048 eV. The HOMO energy is -14.375 eV.

[11]
The following is a quantum chemistry calculation of the molecule C5H6N2 at a distorted geometry, from the Open Molecules 2025 dataset.

Geometry (Å):
N  3.20162  0.06352  -0.50950
N  -2.31869  -0.25345  -0.57916
C  -1.12158  -0.08298  -0.27232
C  2.18756  -0.04374  0.01222
C  -0.24386  1.13013  -0.04983
C  -0.11262  -1.13745  0.07823
C  0.91634  -0.12711  0.62883
H  -0.55639  1.86602  0.67832
H  -0.46590  -1.86738  0.80346
H  0.17650  1.57044  -0.94503
H  0.24881  -1.67019  -0.80085
H  0.95029  -0.03692  1.70859
H  -2.86209  0.58912  -0.75297

The lowest unoccupied orbital energy comes out at 0.763 eV. The calculation puts the total energy at -8260.485 eV. The HOMO energy is -10.164 eV.

[12]
The following is a quantum chemistry calculation of the molecule C5H6N2 at a distorted geometry, from the Open Molecules 2025 dataset.

Geometry (Å):
N  -0.53313  0.34939  1.23843
N  2.72884  -1.06201  1.44815
C  -0.24176  0.39220  -2.00200
C  0.64593  0.49437  1.66079
C  -0.78974  -0.61783  0.20846
C  1.77744  -0.40238  1.47142
C  -1.06623  0.28560  -0.96887
H  -0.51294  0.84448  -2.94635
H  -1.95943  0.90175  -0.88492
H  -1.68885  -1.19315  0.46446
H  0.04090  -1.32116  0.00418
H  0.88678  1.34611  2.26328
H  0.76654  0.01036  -1.97275

The lowest unoccupied orbital energy comes out at -0.020 eV. The calculation puts the total energy at -8260.228 eV. The HOMO energy is -10.027 eV.

[13]
The following is a quantum chemistry calculation of a cluster of 2 separate species, C5H6N2 in total at a distorted geometry, from the Open Molecules 2025 dataset.

Geometry (Å):
N  -1.03517  0.08051  -1.34213
N  -1.42161  0.81654  2.24539
C  0.39799  -1.39938  0.66105
C  -1.06001  1.18278  -0.31032
C  -1.20428  0.92110  1.11369
C  1.34727  -0.82946  -0.09485
C  0.02106  0.74319  -1.14900
H  -1.57619  2.08191  -0.62075
H  0.69133  -1.86291  1.58767
H  0.88839  1.09860  -1.67910
H  -0.66545  -1.45463  0.41641
H  2.27070  -0.46459  0.34018
H  1.34597  -0.91367  -1.16824

The lowest unoccupied orbital energy comes out at 0.041 eV. The calculation puts the total energy at -8257.614 eV. The HOMO energy is -9.609 eV.

[14]
The following is a quantum chemistry calculation of a structure of composition C5H6N2 at a distorted geometry, from the Open Molecules 2025 dataset.

Geometry (Å):
N  -0.27463  -0.58523  -0.22711
N  1.11164  1.08108  0.25634
C  1.75675  -0.15098  0.38151
C  -0.10199  0.81804  -0.15746
C  -2.00539  0.75124  -0.16081
C  0.89038  -1.19572  0.20474
C  -1.66098  -0.73468  -0.16369
H  -2.97477  1.09321  0.21847
H  2.83421  -0.21437  0.52274
H  -2.07317  -1.37641  -0.94927
H  -2.09633  1.15198  -1.18174
H  -2.31339  -0.27592  0.93257
H  0.96457  -2.25196  0.43836

The lowest unoccupied orbital energy comes out at 0.370 eV. The calculation puts the total energy at -8256.052 eV. The HOMO energy is -8.919 eV.

[15]
The following is a quantum chemistry calculation of a structure of composition C5H6N2 at a distorted geometry, from the Open Molecules 2025 dataset.

Geometry (Å):
N  -0.83390  1.07770  -0.38414
N  1.50722  -0.09335  1.43192
C  -0.99510  -1.04672  -0.14439
C  0.02183  -0.06617  -0.78551
C  1.67091  1.01986  0.88203
C  1.37825  0.02828  -0.12944
C  -1.65492  0.26132  0.16522
H  0.10957  -0.15145  -1.88001
H  2.17996  -0.38813  -0.72505
H  -0.61207  -1.63508  0.69515
H  -1.54926  -1.68173  -0.83991
H  -2.61480  0.51502  0.60320
H  1.62385  2.05550  1.19633

The lowest unoccupied orbital energy comes out at 1.175 eV. The calculation puts the total energy at -8258.787 eV. The HOMO energy is -9.793 eV.

[16]
The following is a quantum chemistry calculation of the molecule C5H6N2O at a distorted geometry, from the Open Molecules 2025 dataset.

Geometry (Å):
O  2.56082  1.55848  0.10021
N  0.22882  -1.56912  0.12152
N  1.81656  0.39208  -0.14000
C  -2.63160  0.43520  -0.09042
C  -0.44231  -0.59127  0.05984
C  2.34576  -0.76009  -0.15660
C  -1.33296  0.39993  -0.04165
C  1.55560  -1.90819  0.03035
H  -3.18457  1.31752  -0.34552
H  -3.06388  -0.51156  -0.13682
H  3.33756  -0.81352  0.11845
H  -0.69112  1.23999  -0.26396
H  1.66463  -2.92015  0.25736
H  2.07663  2.30633  -0.04093

The lowest unoccupied orbital energy (spin up / spin down) comes out at 0.198 / 0.198 eV. The calculation puts the total energy at -10303.772 eV. The HOMO energy (spin up / spin down) is -7.089 / -7.088 eV.

[17]
The following is a quantum chemistry calculation of a cluster of 2 separate species, C5H6N2O in total at a distorted geometry, from the Open Molecules 2025 dataset.

Geometry (Å):
O  -0.64817  -0.82041  1.76471
N  -1.77384  -1.37104  -0.49825
N  0.26941  -0.48643  0.66676
C  0.94287  1.07649  -1.35074
C  1.22984  1.62191  0.00217
C  0.75932  0.94461  0.96472
C  0.19824  -0.03069  -1.44751
C  -0.61208  -0.63320  -0.51231
H  -2.00356  -1.16229  0.98840
H  -0.03510  -0.49175  -2.54413
H  1.99717  2.40183  0.18263
H  1.47114  1.33839  -2.26189
H  -1.81586  -1.76746  0.38734
H  0.99350  1.37206  2.01241

The lowest unoccupied orbital energy comes out at -0.478 eV. The calculation puts the total energy at -10301.306 eV. The HOMO energy is -9.249 eV.

[18]
The following is a quantum chemistry calculation of a structure of composition C5H6N2O at a distorted geometry, from the Open Molecules 2025 dataset.

Geometry (Å):
O  -2.90223  -1.48988  0.19908
N  -0.70143  -1.21480  -0.15879
N  2.44681  -0.94094  -0.05877
C  -1.99957  -0.69573  -0.09324
C  1.42744  0.17116  0.07047
C  -0.71353  1.25108  0.04126
C  -2.02619  0.86156  -0.30628
C  -0.01598  -0.12375  -0.01728
H  -2.96321  1.47263  -0.29162
H  2.33800  -1.87114  0.54698
H  1.30117  0.87082  -0.74050
H  -0.36035  2.39784  0.70061
H  2.57619  -1.56989  -0.87910
H  1.59289  0.88105  0.98718

The lowest unoccupied orbital energy comes out at -0.868 eV. The calculation puts the total energy at -10305.471 eV. The HOMO energy is -9.817 eV.

[19]
The following is a quantum chemistry calculation of the molecule C5H6N2O at a distorted geometry, from the Open Molecules 2025 dataset.

Geometry (Å):
O  2.52682  -0.79107  -0.41569
N  -2.02009  -1.19357  -0.40484
N  -0.73151  0.67543  -0.56567
C  -0.92976  -0.64027  -0.15789
C  0.70884  0.87352  -0.54666
C  1.44503  -0.36697  -0.11213
C  -0.10950  1.55544  0.45914
C  0.28513  -1.23911  0.43184
H  0.22273  -1.18284  1.48515
H  -0.05318  1.04901  1.47413
H  -0.43822  2.58814  0.33308
H  1.20509  1.50943  -1.36068
H  0.59337  -2.28045  0.13313
H  -2.70477  -0.55670  -0.75290

The lowest unoccupied orbital energy comes out at 0.650 eV. The calculation puts the total energy at -10307.864 eV. The HOMO energy is -9.976 eV.

[20]
The following is a quantum chemistry calculation of a structure of composition C5H6N2O at a distorted geometry, from the Open Molecules 2025 dataset.

Geometry (Å):
O  -2.43560  -0.43721  -0.05075
N  -0.45729  1.74168  -0.17346
N  2.19184  -0.88531  -0.09927
C  1.10374  -1.50047  -0.10818
C  0.46642  0.65478  0.02855
C  -1.35360  -1.13718  0.12159
C  -0.07719  -0.63136  0.12418
C  1.85992  0.53848  0.11098
H  -1.70768  -2.03874  -0.18672
H  -1.09986  1.83433  1.05391
H  2.57268  1.29924  0.28173
H  0.70593  -2.63721  -0.14160
H  -2.01751  0.44690  -0.37114
H  0.24820  2.75210  -0.58983

The lowest unoccupied orbital energy comes out at -0.190 eV. The calculation puts the total energy at -10304.286 eV. The HOMO energy is -8.294 eV.